This record from OMol25 describes a cluster of 2 separate species, C7H13N3O in total in a non-equilibrium geometry. The level of theory is ωB97M-V with the def2-TZVPD basis set.

orbital gap	9.46	eV
electronic energy	-13988.305	eV
LUMO energy	0.688	eV
max |F|	1.18	eV/Å
structure (SMILES)	Cc1c[nH]cn1.CCC(N)=O

Positions of all 24 atoms, in Å:
H -2.030 2.298 1.981
H -2.818 2.247 -0.595
H 1.647 -2.191 1.560
C -0.329 -1.894 -0.453
C 0.974 -1.507 -0.403
H 0.716 2.124 -0.315
H -1.742 -1.635 -2.001
N 1.272 -0.804 -1.549
C -1.433 2.155 1.082
H -1.606 1.004 -0.799
C 0.201 -0.809 -2.277
H 2.419 -0.763 1.024
C -2.225 1.507 -0.051
H -1.193 3.180 0.793
C -0.152 1.442 1.412
O -0.003 0.794 2.434
H 0.021 -0.361 -3.239
N 0.893 1.667 0.564
H 2.861 -2.221 0.245
N -0.818 -1.460 -1.649
H -2.944 0.759 0.301
C 1.997 -1.701 0.655
H -0.865 -2.470 0.287
H 1.678 1.036 0.584